Version w
Molecular formula: C4H6OS
Method: DFT, the ωB97M-V functional and the def2-TZVPD basis

SMILES: CC(=S)CC=O
E_LUMO, eV: -0.30
Frontier orbital gap, eV: 8.50
Charge: 0

Geometry (Å):
C (0.640, -1.248, 0.677)
C (0.833, 0.009, -0.029)
S (2.202, 0.800, -0.025)
C (-0.306, 0.562, -0.868)
C (-1.270, 1.069, 0.089)
O (-2.046, 0.349, 0.653)
H (-0.303, -1.443, 1.033)
H (0.826, -1.997, -0.138)
H (1.439, -1.430, 1.396)
H (-0.875, -0.294, -1.327)
H (0.174, 1.414, -1.529)
H (-1.316, 2.209, 0.070)

natural (NBO) atomic charge list, values in e, 2 entries: C -0.6924; C -0.0620

***

Version x
Molecular formula: C4H6OS
Method: DFT, the ωB97M-V functional and the def2-TZVPD basis

SMILES: CC(=S)CC=O
E_LUMO, eV: -0.11
Frontier orbital gap, eV: 8.62
Charge: 0

Geometry (Å):
C (-0.780, -1.011, -1.058)
C (-0.518, -0.204, 0.199)
S (-1.665, 0.575, 0.997)
C (0.955, -0.106, 0.772)
C (2.034, 0.056, -0.332)
O (1.716, 0.289, -1.490)
H (-0.557, -0.469, -1.980)
H (-1.821, -1.113, -1.068)
H (-0.159, -1.884, -0.955)
H (1.215, -0.979, 1.291)
H (0.964, 0.784, 1.357)
H (3.124, -0.260, -0.153)

natural (NBO) atomic charge list, values in e, 2 entries: C -0.6910; C -0.0364

***

Version y
Molecular formula: C4H6OS
Method: DFT, the ωB97M-V functional and the def2-TZVPD basis

SMILES: C1O[C@H]2C[C@@H]2S1
E_LUMO, eV: 0.93
Frontier orbital gap, eV: 9.20
Charge: 0

Geometry (Å):
C (-0.380, -1.487, 0.942)
O (-0.112, -1.220, -0.433)
C (0.630, -0.011, -0.571)
C (0.522, 1.480, -0.988)
C (-0.603, 1.004, -0.001)
S (-0.681, 0.293, 1.587)
H (-1.161, -2.195, 0.970)
H (0.379, -2.037, 1.500)
H (1.465, 0.012, 0.213)
H (-0.034, 1.755, -1.955)
H (1.433, 2.019, -0.625)
H (-1.458, 0.386, -0.641)

natural (NBO) atomic charge list, values in e, 2 entries: C -0.1761; O -0.5103

***

Version z
Molecular formula: C4H6OS
Method: DFT, the ωB97M-V functional and the def2-TZVPD basis

SMILES: C=COC(C)=S
E_LUMO, eV: 0.06
Frontier orbital gap, eV: 9.13
Charge: 0

Geometry (Å):
C (2.489, -0.443, -0.066)
C (1.180, -0.720, -0.007)
O (0.240, 0.224, -0.105)
C (-1.060, -0.162, 0.049)
C (-1.876, 1.084, -0.036)
S (-1.557, -1.678, -0.071)
H (3.201, -1.355, 0.054)
H (2.788, 0.573, -0.071)
H (0.579, -1.632, 0.239)
H (-2.884, 0.753, 0.061)
H (-1.579, 1.762, -0.909)
H (-1.521, 1.595, 0.864)

natural (NBO) atomic charge list, values in e, 2 entries: C -0.4785; C 0.1032

***

Most stable: version x. Least stable: version y.

***

Version w
Molecular formula: C4H6OS
Method: DFT, the ωB97M-V functional and the def2-TZVPD basis

SMILES: C[C@H]1OC=CS1
E_LUMO, eV: 0.96
Frontier orbital gap, eV: 8.87
Charge: 0

Geometry (Å):
C (0.125, 1.163, -1.553)
C (-0.414, 0.225, -0.431)
O (0.341, -1.035, -0.276)
C (0.363, -1.471, 1.051)
C (0.049, -0.548, 1.982)
S (-0.413, 1.005, 1.246)
H (1.116, 1.564, -1.295)
H (-0.618, 1.902, -1.824)
H (0.298, 0.482, -2.375)
H (-1.390, -0.055, -0.838)
H (0.579, -2.569, 1.274)
H (-0.036, -0.663, 3.040)

natural (NBO) atomic charge list, values in e, 2 entries: C -0.6337; C -0.0042

***

Version x
Molecular formula: C4H6OS
Method: DFT, the ωB97M-V functional and the def2-TZVPD basis

SMILES: CC(=O)CC=S
E_LUMO, eV: -0.48
Frontier orbital gap, eV: 8.49
Charge: 0

Geometry (Å):
C (-0.884, -0.479, -1.325)
C (0.289, 0.370, -0.884)
O (1.120, 0.759, -1.661)
C (0.583, 0.714, 0.640)
C (0.245, -0.354, 1.624)
S (1.280, -1.117, 2.606)
H (-1.737, -0.003, -0.877)
H (-0.993, -0.435, -2.423)
H (-0.803, -1.462, -0.974)
H (0.086, 1.687, 0.761)
H (1.626, 0.917, 0.727)
H (-0.810, -0.597, 1.785)

natural (NBO) atomic charge list, values in e, 2 entries: C -0.7173; C 0.6180

***

Version y
Molecular formula: C4H6OS
Method: DFT, the ωB97M-V functional and the def2-TZVPD basis

E_LUMO, eV: -0.34
Frontier orbital gap, eV: 8.76
Charge: 0

Geometry (Å):
C (-0.284, -1.378, 1.792)
C (-0.657, -0.864, 0.517)
C (0.177, 0.854, -1.066)
C (0.713, 2.114, -1.437)
H (-0.425, -2.660, 1.663)
H (-1.013, -0.962, 2.937)
H (0.826, -1.473, 1.725)
H (-0.199, 0.213, -2.181)
H (1.017, 2.270, -2.756)
H (1.285, 2.977, -0.821)
O (0.237, 0.252, 0.225)
S (-1.676, -1.344, -0.598)

natural (NBO) atomic charge list, values in e, 2 entries: C -0.7090; C 0.1326

***

Most stable: version x. Least stable: version y.

***

Version w
Molecular formula: CH5O2P
Method: DFT, the ωB97M-V functional and the def2-TZVPD basis

E_LUMO (alpha / beta), eV: 0.77 / 0.15
Frontier orbital gap (alpha / beta), eV: 8.14 / 7.78
Charge: 0

Geometry (Å):
C (0.738, -1.127, -0.069)
O (-0.108, -1.767, 0.786)
O (-0.646, 2.213, 0.525)
P (-0.864, 1.310, -0.800)
H (1.291, -1.754, -0.760)
H (1.350, -0.300, 0.371)
H (-0.646, -2.377, 0.257)
H (-0.965, 1.785, 1.337)
H (-0.149, 2.017, -1.648)

natural (NBO) atomic charge list, values in e, 2 entries: C -0.0982; O -0.6917

***

Version x
Molecular formula: CH5O2P
Method: DFT, the ωB97M-V functional and the def2-TZVPD basis

E_LUMO (alpha / beta), eV: -0.76 / -0.76
Frontier orbital gap (alpha / beta), eV: 7.89 / 7.89
Charge: 0

Geometry (Å):
C (1.978, -0.084, 1.072)
O (-0.351, 1.659, 0.786)
O (1.009, -0.709, 0.592)
P (-0.793, 0.257, 0.545)
H (1.875, 0.835, 1.560)
H (2.894, -0.535, 0.906)
H (-2.747, -0.541, -2.445)
H (-0.382, -0.056, -0.983)
H (-3.484, -0.825, -2.033)

natural (NBO) atomic charge list, values in e, 2 entries: C 0.3136; O -1.0965

***

Most stable: version x. Least stable: version w.